Entry 1:
# C29H36Cl2N4O2P2Zn

A molecular structure, C29H36Cl2N4O2P2Zn at a distorted geometry (ωB97M-V/def2-TZVPD, the Open Molecules 2025 dataset).

ORCA input file:
```
! RIJCOSX wB97M-V def2-TZVPD def2/J DEFGRID3
* xyz 0 1
Zn 1.2123 -1.9581 -1.8339
C 2.7340 -1.0513 -2.7086
C 2.7774 0.1411 -1.9837
C 2.3636 1.4830 -2.4568
C 1.1333 1.4091 -3.3831
C 0.1113 0.4229 -2.9589
C -0.0007 -0.8921 -3.2932
C 0.8688 -1.6281 -4.3085
C 2.3631 -1.2228 -4.1676
C -0.4045 -2.7767 -1.0450
H 3.5500 -1.7165 -2.4259
H 3.4840 0.2087 -1.1467
H 3.1919 1.9769 -3.0185
H 2.1572 2.1259 -1.5729
H 0.6808 2.4151 -3.4044
H 1.4708 1.1976 -4.4105
H -0.7639 0.8930 -2.5082
H -0.9993 -1.3257 -3.1697
H 0.4869 -1.4875 -5.3273
H 0.7562 -2.7142 -4.0777
H 2.9726 -2.0496 -4.5530
H 2.6084 -0.3377 -4.7546
H -0.3195 -3.7446 -0.5173
H -1.0441 -2.9130 -1.9617
H -0.9021 -2.0871 -0.3652
P -1.9930 0.5423 0.2118
P 0.9165 0.0340 2.5418
N -2.9132 0.6665 -1.4120
N -3.0935 1.6926 0.8607
N 1.6262 -1.2769 1.6653
N 2.1069 0.3364 3.6388
C -0.4155 1.4965 0.2432
C 0.6880 1.3572 1.3648
C -3.2179 -0.4733 -2.1683
C -3.7858 -0.0766 -3.3672
C -3.8494 1.3522 -3.3611
C -3.2874 1.7880 -2.1642
C -4.4402 1.3503 1.0642
C -5.1060 2.4570 1.5723
C -4.1415 3.5101 1.7071
C -2.9227 3.0184 1.2595
C 1.1307 -2.5769 1.4356
C 1.9707 -3.1730 0.5020
C 3.0343 -2.2566 0.1788
C 2.7990 -1.1142 0.9243
C 3.3151 0.9465 3.2816
C 4.2198 0.7695 4.3053
C 3.5534 0.0452 5.3552
C 2.2713 -0.2392 4.9209
H -0.6895 2.5600 0.1801
H 0.0896 1.2763 -0.7137
H 1.6784 1.4680 0.8685
H 0.5820 2.2515 1.9928
H -3.0315 -1.4584 -1.7534
H -4.0708 -0.7302 -4.1737
H -4.2580 1.9842 -4.1297
H -3.1750 2.7895 -1.7694
H -4.7803 0.3594 0.8324
H -6.1579 2.5062 1.8093
H -4.3127 4.5065 2.0788
H -1.9556 3.4827 1.2024
H 0.1898 -2.8434 1.8983
H 1.7935 -4.0613 -0.0686
H 3.8876 -2.4604 -0.4470
H 3.3748 -0.2077 0.9941
H 3.3836 1.4641 2.3363
H 5.2530 1.0929 4.2878
H 3.9583 -0.2382 6.3175
H 1.4632 -0.7732 5.3910
Cl -2.6298 -2.8009 3.9838
C -2.0830 -1.2996 4.7146
Cl -0.8726 -1.5976 6.0033
C -1.4914 -0.5425 3.5543
O -2.1021 -0.2004 2.5495
O -0.1209 -0.3655 3.6869
H -2.8766 -0.7060 5.1656
*
```

Calculated values
- Frontier orbital gap (spin up / spin down): 5.12 / 5.84 eV
- E_tot: -132744.7069 eV
- Energy relative to the best compared isomer or geometry (same formula, charge and spin): 6.183 eV
- HOMO level (spin up / spin down): -5.06 / -5.66 eV

Entry 2:
# C29H36ClF16IN5O20P2S

3 unconnected molecules or ions with the total composition C29H36ClF16IN5O20P2S at a distorted geometry (ωB97M-V/def2-TZVPD, the Open Molecules 2025 dataset).

ORCA input file:
```
! RIJCOSX wB97M-V def2-TZVPD def2/J DEFGRID3
* xyz 1 1
C 5.8559 -1.2818 2.9869
C 5.9204 -1.5853 1.4199
O 6.7796 -0.9577 0.7229
O 5.1111 -2.5474 0.7002
C 3.7832 -2.3947 1.2552
O 3.3064 -3.3088 1.9647
C 3.0766 -0.9622 0.9638
C 1.4833 -0.9884 1.0136
C 1.0585 0.3854 1.7286
I 1.3753 0.3573 3.9393
N -0.2532 0.9614 1.4149
C -0.3013 2.3394 1.7815
O 0.3646 3.2113 1.1239
C -0.9432 3.0678 3.0994
F 0.2384 3.5670 3.7936
F -1.5426 2.1737 4.0252
C -1.8233 4.3715 2.8019
F -2.1113 4.6590 1.4431
F -1.1086 5.5407 3.2783
C -3.2221 4.4344 3.6534
F -4.0917 3.3335 3.4016
F -3.8803 5.6269 3.1641
C -3.0034 4.6669 5.2281
O -2.8261 5.8497 5.6436
O -3.0382 3.6331 6.2190
C -1.2133 0.2170 0.6369
C -2.5311 1.0344 0.1271
N -3.1356 2.0287 1.0095
S -1.9878 -0.9725 1.8429
O -2.7979 -0.1795 2.8822
O -1.0387 -1.7044 2.7900
C -3.1569 -2.2683 1.2573
F -2.7837 -3.5537 1.8282
F -3.2283 -2.5324 -0.1342
C -4.7154 -2.0845 1.7335
F -5.4430 -2.9691 0.8394
F -5.2384 -0.7856 1.4184
C -5.0474 -2.6177 3.2014
F -4.0273 -2.5085 4.1733
F -5.4302 -4.0114 3.1773
C -6.3339 -1.8185 3.8199
F -7.4404 -1.8677 2.9058
F -5.9905 -0.4620 4.1676
F -6.6925 -2.4266 5.0736
C -0.3868 -0.4061 -0.6485
C -1.2565 -0.8790 -1.9049
O -0.6981 -1.4307 -2.9278
N -2.6838 -0.6898 -2.2753
C -2.8817 0.0393 -3.5324
O -3.0113 -0.5082 -4.6619
F -2.9812 1.4773 -3.5084
P 0.2510 1.3135 -1.4024
O -0.0252 1.3306 -3.1224
Cl 2.3236 1.5917 -1.3054
N 0.7301 -1.3670 -0.2808
N 1.7279 -1.5081 -1.2423
C 0.3181 -2.8114 -0.0485
P -0.0065 -4.0344 -1.4221
O 0.8829 -3.9896 -2.6632
O -1.6307 -4.1067 -1.9866
O 0.2475 -5.6112 -0.7374
H 5.9055 -2.2024 3.6656
H 4.9648 -0.6526 3.3316
H 6.7995 -0.6525 3.2348
H 3.4166 -0.3283 1.8825
H 3.5996 -0.4584 0.0930
H 1.2912 -1.7591 1.8686
H 1.8769 1.1569 1.4322
H -3.2626 2.7720 5.7708
H -2.4468 1.4870 -0.9187
H -3.3472 0.2063 0.0016
H -4.0310 1.7110 1.4404
H -3.4259 2.8307 0.4070
H -3.0501 -1.6484 -2.4744
H 0.7372 1.7981 -3.5518
H 1.6231 -1.0339 -2.1286
H 2.2636 -2.3700 -1.2315
H -0.5277 -2.9894 0.6946
H 1.2427 -3.3237 0.4527
H -1.6677 -4.4946 -2.8921
H -0.6469 -5.8306 -0.3748
C -6.8699 -0.2267 -6.0037
C -5.5864 0.3164 -6.6041
O -5.6281 0.2731 -8.0350
C -6.3702 1.2284 -8.6245
O -6.9907 2.0968 -8.0572
O -6.3323 1.0263 -9.9527
C -7.1663 1.9137 -10.6942
H -7.0799 -1.2279 -6.3890
H -6.7983 -0.2714 -4.9144
H -7.7263 0.3992 -6.2646
H -4.7494 -0.3128 -6.2956
H -5.3728 1.3315 -6.2553
H -6.9503 2.9571 -10.4541
H -8.2181 1.6838 -10.5020
H -6.9660 1.7563 -11.7553
C 10.6856 -1.1364 0.8016
C 11.8102 -0.9183 1.7959
O 12.0493 0.4787 2.0068
C 11.1605 1.1087 2.7946
O 10.1967 0.6047 3.3250
O 11.5072 2.4059 2.8602
C 10.5836 3.2128 3.5857
H 10.8860 -0.5987 -0.1288
H 10.5661 -2.1991 0.5803
H 9.7359 -0.7584 1.1872
H 12.7354 -1.3371 1.3932
H 11.6148 -1.4233 2.7466
H 10.4007 2.8093 4.5840
H 9.6468 3.2999 3.0275
H 11.0171 4.2087 3.6913
*
```

Calculated values
- Frontier orbital gap: 6.82 eV
- E_tot: -172553.0915 eV
- Energy relative to the best compared isomer or geometry (same formula, charge and spin): 12.746 eV
- HOMO level: -12.18 eV

Repeat the first record exactly.
# C29H36Cl2N4O2P2Zn

A molecular structure, C29H36Cl2N4O2P2Zn at a distorted geometry (ωB97M-V/def2-TZVPD, the Open Molecules 2025 dataset).

ORCA input file:
```
! RIJCOSX wB97M-V def2-TZVPD def2/J DEFGRID3
* xyz 0 1
Zn 1.2123 -1.9581 -1.8339
C 2.7340 -1.0513 -2.7086
C 2.7774 0.1411 -1.9837
C 2.3636 1.4830 -2.4568
C 1.1333 1.4091 -3.3831
C 0.1113 0.4229 -2.9589
C -0.0007 -0.8921 -3.2932
C 0.8688 -1.6281 -4.3085
C 2.3631 -1.2228 -4.1676
C -0.4045 -2.7767 -1.0450
H 3.5500 -1.7165 -2.4259
H 3.4840 0.2087 -1.1467
H 3.1919 1.9769 -3.0185
H 2.1572 2.1259 -1.5729
H 0.6808 2.4151 -3.4044
H 1.4708 1.1976 -4.4105
H -0.7639 0.8930 -2.5082
H -0.9993 -1.3257 -3.1697
H 0.4869 -1.4875 -5.3273
H 0.7562 -2.7142 -4.0777
H 2.9726 -2.0496 -4.5530
H 2.6084 -0.3377 -4.7546
H -0.3195 -3.7446 -0.5173
H -1.0441 -2.9130 -1.9617
H -0.9021 -2.0871 -0.3652
P -1.9930 0.5423 0.2118
P 0.9165 0.0340 2.5418
N -2.9132 0.6665 -1.4120
N -3.0935 1.6926 0.8607
N 1.6262 -1.2769 1.6653
N 2.1069 0.3364 3.6388
C -0.4155 1.4965 0.2432
C 0.6880 1.3572 1.3648
C -3.2179 -0.4733 -2.1683
C -3.7858 -0.0766 -3.3672
C -3.8494 1.3522 -3.3611
C -3.2874 1.7880 -2.1642
C -4.4402 1.3503 1.0642
C -5.1060 2.4570 1.5723
C -4.1415 3.5101 1.7071
C -2.9227 3.0184 1.2595
C 1.1307 -2.5769 1.4356
C 1.9707 -3.1730 0.5020
C 3.0343 -2.2566 0.1788
C 2.7990 -1.1142 0.9243
C 3.3151 0.9465 3.2816
C 4.2198 0.7695 4.3053
C 3.5534 0.0452 5.3552
C 2.2713 -0.2392 4.9209
H -0.6895 2.5600 0.1801
H 0.0896 1.2763 -0.7137
H 1.6784 1.4680 0.8685
H 0.5820 2.2515 1.9928
H -3.0315 -1.4584 -1.7534
H -4.0708 -0.7302 -4.1737
H -4.2580 1.9842 -4.1297
H -3.1750 2.7895 -1.7694
H -4.7803 0.3594 0.8324
H -6.1579 2.5062 1.8093
H -4.3127 4.5065 2.0788
H -1.9556 3.4827 1.2024
H 0.1898 -2.8434 1.8983
H 1.7935 -4.0613 -0.0686
H 3.8876 -2.4604 -0.4470
H 3.3748 -0.2077 0.9941
H 3.3836 1.4641 2.3363
H 5.2530 1.0929 4.2878
H 3.9583 -0.2382 6.3175
H 1.4632 -0.7732 5.3910
Cl -2.6298 -2.8009 3.9838
C -2.0830 -1.2996 4.7146
Cl -0.8726 -1.5976 6.0033
C -1.4914 -0.5425 3.5543
O -2.1021 -0.2004 2.5495
O -0.1209 -0.3655 3.6869
H -2.8766 -0.7060 5.1656
*
```

Calculated values
- Frontier orbital gap (spin up / spin down): 5.12 / 5.84 eV
- E_tot: -132744.7069 eV
- Energy relative to the best compared isomer or geometry (same formula, charge and spin): 6.183 eV
- HOMO level (spin up / spin down): -5.06 / -5.66 eV

Question: Which formula does entry 2 have?
Answer: C29H36ClF16IN5O20P2S

Question: Which value of E_tot does entry 1 give?
Answer: -132744.7069 eV

Question: Which of these has the lowest E_tot?
Answer: C29H36ClF16IN5O20P2S